# 1
{
  "formula": "C24H31AlN3O7P2S",
  "method": "ωB97M-V/def2-TZVPD",
  "total_charge": -1,
  "energy_ha": -2947.59302,
  "lumo_energy_ev": 0.8,
  "gap_ev": 4.36,
  "fmax_ha_per_bohr": 0.0366,
  "elements": ["N", "P", "O", "Al", "C", "C", "C", "C", "C", "C", "C", "S", "C", "N", "N", "C", "O", "C", "P", "O", "O", "O", "H", "H", "H", "H", "H", "H", "H", "H", "H", "H", "H", "H", "H", "H", "H", "H", "H", "H", "H", "H", "H", "H", "H", "C", "C", "C", "C", "C", "C", "C", "O", "C", "C", "C", "C", "C", "C", "C", "O", "H", "H", "H", "H", "H", "H", "H", "H"],
  "coordinates": [[-0.5518, -2.7505, 4.5953], [0.6660, -3.5684, 3.6027], [1.9822, -2.4923, 3.6609], [-0.2953, -3.4885, 1.4395], [-1.7505, -4.9190, 1.2567], [-3.0799, -4.1873, 1.4832], [-4.3253, -5.0862, 1.6360], [-5.4879, -4.8103, 0.6613], [-5.7893, -3.3386, 0.3385], [-5.9696, -2.3942, 1.5572], [-4.8428, -1.3507, 1.6316], [-5.4594, 0.3136, 2.0514], [-3.9847, 1.2236, 1.8722], [-3.1056, 1.4493, 2.7506], [-2.1121, 2.1829, 2.1266], [-2.4635, 2.3346, 0.9286], [-3.6598, 1.7568, 0.6795], [1.0910, -3.5536, -0.0849], [1.7444, -1.9430, -0.4614], [0.9080, -0.7924, -0.0651], [3.1497, -1.8111, 0.3070], [2.0124, -1.7927, -2.0520], [-0.7647, -1.8555, 4.1438], [-1.4230, -3.2678, 4.4907], [1.6230, -1.6165, 3.8665], [-1.0517, -2.0553, 1.3514], [-1.5802, -5.6903, 2.0106], [-1.7044, -5.3068, 0.2355], [-3.1668, -3.4287, 0.7110], [-2.9703, -3.6387, 2.4219], [-4.7155, -4.9762, 2.6508], [-4.0183, -6.1283, 1.5442], [-5.2280, -5.2918, -0.2856], [-6.3828, -5.3178, 1.0288], [-5.0378, -2.9814, -0.3586], [-6.7295, -3.3218, -0.2178], [-5.9785, -3.0031, 2.4573], [-6.9399, -1.9029, 1.5063], [-4.2430, -1.2876, 0.7310], [-4.1496, -1.6470, 2.4105], [-1.9452, 2.8258, 0.1311], [1.9592, -4.1693, 0.1547], [0.5683, -3.8807, -0.9859], [2.9383, -1.3127, 1.1117], [1.2675, -1.2672, -2.3749], [2.9846, 1.2507, -1.1922], [2.0963, 2.1111, -0.5585], [2.1768, 3.4779, -0.7747], [3.1534, 3.9931, -1.6192], [4.0631, 3.1281, -2.2392], [3.9667, 1.7569, -2.0286], [5.1452, 3.6586, -3.1085], [5.9367, 2.9167, -3.6552], [5.2461, 5.1366, -3.2923], [6.2828, 5.6582, -4.0559], [6.3824, 7.0257, -4.2462], [5.4404, 7.8795, -3.6807], [4.4085, 7.3649, -2.9148], [4.3124, 5.9941, -2.7105], [3.2135, 5.4584, -1.8546], [2.3951, 6.2102, -1.3628], [2.9044, 0.1848, -1.0188], [1.3447, 1.7012, 0.1036], [1.4839, 4.1497, -0.2842], [4.6617, 1.0872, -2.5166], [7.0118, 4.9920, -4.4971], [7.1940, 7.4301, -4.8376], [5.5155, 8.9483, -3.8358], [3.6770, 8.0259, -2.4700]],
  "forces_ev_per_angstrom": [[0.3, 0.6, -0.5], [0.3, -1.2, 0.3], [-0.7, 0.4, 0.3], [-0.3, 0.5, -0.4], [0.6, 0.9, 0.0], [0.4, -0.6, 0.6], [-0.3, 0.5, -0.1], [0.5, -0.1, -0.1], [-0.7, -0.3, 0.2], [0.4, 0.0, -0.7], [0.4, -0.2, 0.6], [-0.4, 0.0, -0.1], [-1.0, -0.6, -0.5], [0.9, 0.2, 1.3], [1.1, 0.2, 1.5], [-0.8, -0.2, -0.9], [-0.1, 0.2, -1.1], [0.5, 0.8, -0.2], [-1.5, -0.3, 1.0], [-0.4, 0.5, 0.0], [0.4, -0.2, -0.5], [0.6, -0.5, 0.0], [-0.2, -0.1, 0.1], [0.1, -0.2, 0.2], [0.3, 0.0, -0.2], [-0.2, 0.0, 0.0], [-0.2, -0.3, -0.2], [0.0, -0.4, 0.1], [-0.3, 0.1, -0.1], [-0.1, 0.3, 0.0], [0.0, 0.0, 0.1], [-0.1, -0.1, -0.1], [-0.2, 0.0, -0.1], [-0.1, 0.0, 0.0], [0.2, 0.3, 0.1], [0.0, -0.1, -0.2], [0.0, 0.1, 0.2], [-0.1, 0.1, -0.1], [-0.2, 0.0, -0.3], [0.2, 0.1, 0.1], [0.0, 0.1, -0.2], [-0.2, -0.4, -0.2], [0.1, -0.3, 0.0], [0.2, -0.1, 0.0], [0.2, 0.1, 0.0], [0.1, 0.0, 0.0], [0.0, 0.1, 0.1], [-0.1, -0.1, 0.1], [0.1, 0.0, -0.1], [0.0, 0.1, 0.0], [-0.1, -0.1, 0.1], [0.1, -0.3, -0.1], [0.0, 0.1, 0.0], [-0.1, 0.0, 0.1], [0.1, 0.1, -0.1], [-0.1, 0.0, 0.0], [0.0, 0.0, 0.0], [0.1, 0.2, -0.1], [0.1, -0.1, 0.0], [-0.2, 0.1, 0.2], [0.1, 0.0, 0.0], [0.1, 0.4, -0.1], [0.0, -0.1, 0.0], [0.1, 0.1, -0.1], [0.1, 0.1, 0.0], [-0.1, -0.1, 0.0], [0.0, 0.0, 0.0], [0.0, 0.0, 0.0], [-0.1, -0.1, 0.1]]
}

---

# 2
{
  "formula": "C24H31AuBN8P",
  "method": "ωB97M-V/def2-TZVPD",
  "total_charge": 3,
  "multiplicity": 4,
  "energy_ha": -1872.03551,
  "lumo_energy_ev": [-8.4, -12.4],
  "gap_ev": [8.76, 4.74],
  "fmax_ha_per_bohr": 0.0716,
  "elements": ["Au", "C", "C", "C", "C", "N", "N", "B", "N", "C", "C", "C", "C", "N", "N", "C", "C", "C", "C", "N", "N", "C", "C", "C", "C", "N", "H", "H", "H", "H", "H", "H", "H", "H", "H", "H", "H", "H", "H", "H", "H", "H", "H", "H", "H", "H", "C", "P", "C", "C", "C", "C", "C", "C", "C", "H", "H", "H", "H", "H", "H", "H", "H", "H", "H", "H"],
  "coordinates": [[12.1551, 14.9232, 8.1161], [9.3904, 10.8563, 5.5060], [9.7486, 11.2718, 6.9257], [8.8334, 11.2414, 8.1085], [9.6123, 11.6199, 9.2080], [10.8093, 11.8894, 8.6387], [10.9247, 11.6709, 7.2477], [12.1748, 12.0334, 9.5794], [13.3613, 12.2190, 8.6213], [14.3028, 11.3627, 8.1850], [15.0880, 12.0095, 7.3082], [14.5951, 13.3339, 7.2087], [15.1441, 14.4812, 6.4985], [13.5810, 13.3938, 8.0378], [11.9282, 13.1064, 10.6021], [11.6279, 12.9873, 11.9349], [11.6427, 14.2653, 12.4620], [11.7667, 15.1418, 11.3742], [11.7175, 16.6170, 11.3528], [11.9549, 14.4248, 10.2516], [12.2424, 10.6852, 10.3224], [13.1596, 10.4051, 11.2856], [13.1295, 8.9865, 11.4717], [12.1679, 8.4908, 10.5389], [11.7277, 7.0873, 10.4166], [11.5985, 9.4416, 9.9072], [10.0999, 11.3584, 4.8011], [9.1444, 9.8485, 5.3774], [8.4577, 11.3723, 5.3130], [7.7777, 11.0489, 8.1096], [9.3687, 11.5836, 10.2620], [14.3589, 10.3900, 8.6800], [16.0394, 11.5901, 6.9695], [15.9166, 14.0852, 5.8494], [14.3415, 15.0126, 5.9553], [15.7365, 15.2583, 7.0881], [11.6098, 11.9790, 12.3381], [11.6062, 14.4266, 13.4992], [12.0035, 17.0510, 12.2954], [12.4003, 16.9505, 10.5526], [10.7396, 16.9359, 11.1268], [13.7175, 11.0862, 11.8921], [13.7370, 8.4013, 12.1156], [11.9530, 6.7341, 9.4051], [12.2602, 6.3249, 11.0404], [10.7465, 7.0771, 10.6813], [10.5080, 18.1959, 8.1478], [10.6473, 16.5193, 7.3439], [11.0659, 16.7214, 5.5286], [9.0256, 15.7628, 7.5421], [8.1033, 15.6400, 6.4791], [6.8808, 15.0775, 6.7251], [6.3722, 14.8601, 8.0315], [7.2574, 14.9843, 9.1040], [8.5739, 15.4660, 8.8329], [9.5989, 18.6263, 7.7962], [11.3192, 18.8659, 7.9010], [10.5615, 18.1478, 9.2256], [10.2076, 17.3067, 5.1766], [11.0826, 15.7670, 5.0223], [11.9768, 17.3775, 5.3498], [8.2878, 15.9361, 5.4356], [6.1605, 14.9579, 5.8792], [5.3260, 14.6985, 8.2401], [7.0590, 14.7981, 10.1378], [9.1783, 15.6201, 9.7084]],
  "forces_ev_per_angstrom": [[0.2, 0.4, -0.1], [0.5, 3.5, 0.8], [-1.0, -1.2, -1.6], [-0.1, 0.1, -0.1], [1.1, 0.0, -2.4], [1.0, -0.1, 2.6], [-0.5, 0.3, 1.4], [-1.2, -0.3, -1.5], [-0.7, -0.3, 1.2], [-0.7, -1.1, 1.5], [2.0, 0.0, -0.8], [1.0, -1.5, 1.1], [0.9, 1.6, -0.2], [-1.6, 1.6, 0.1], [-0.5, 0.2, -0.1], [1.3, 0.6, -1.1], [-0.5, -1.3, -0.8], [0.3, -0.5, -0.1], [1.5, -0.3, -0.6], [-0.2, 0.0, 0.8], [2.5, -1.6, 2.1], [-2.1, -0.6, -1.4], [0.4, 0.8, -0.3], [0.1, -0.9, 0.7], [3.3, -1.1, -0.6], [-0.1, 1.7, -0.9], [-0.3, -1.2, 0.5], [0.3, -1.7, -0.2], [-0.5, 0.2, -0.1], [-0.2, -0.3, -0.1], [0.3, 0.4, -0.1], [0.2, 0.3, -0.7], [-0.6, 0.4, -0.4], [-0.2, 0.2, -0.7], [0.6, -0.2, -0.1], [-1.1, -1.1, -0.1], [-0.3, 0.6, 0.4], [-0.3, 0.7, 1.0], [0.2, 0.1, 0.3], [-0.2, 0.2, 0.4], [-1.3, 0.5, -0.2], [0.3, 0.6, -0.3], [0.4, -0.3, 0.6], [-0.7, 0.1, -0.1], [-0.2, 1.1, -0.1], [-3.0, -0.5, 0.3], [1.0, -0.9, -0.4], [0.3, 0.7, 0.3], [-0.1, 1.4, 1.0], [-0.8, 0.5, -0.2], [0.8, -0.5, -0.3], [-2.6, 0.2, 0.0], [1.2, 0.1, 0.2], [1.6, 0.9, -1.5], [-1.0, -0.8, 0.0], [-0.8, 0.3, -0.1], [0.4, 0.0, -0.5], [-0.5, -0.4, 0.2], [0.1, -0.1, -0.3], [0.2, -0.2, -0.1], [-1.0, -1.1, 0.4], [0.3, -0.2, 0.6], [0.8, 0.2, 0.8], [-0.1, -0.4, -0.3], [-0.7, 0.0, 0.3], [0.6, 0.0, 0.1]]
}

---

# 3
{
  "formula": "C24H31EuN3P2",
  "method": "ωB97M-V/def2-TZVPD",
  "total_charge": 1,
  "multiplicity": 7,
  "energy_ha": -2490.15357,
  "lumo_energy_ev": [-3.5, -2.7],
  "gap_ev": [5.97, 6.73],
  "fmax_ha_per_bohr": 0.0669,
  "elements": ["C", "C", "C", "C", "C", "C", "C", "C", "C", "C", "C", "C", "C", "H", "H", "H", "H", "H", "H", "H", "N", "Eu", "C", "H", "H", "C", "H", "H", "P", "P", "C", "H", "H", "H", "C", "H", "H", "H", "C", "H", "H", "H", "C", "H", "H", "H", "H", "H", "N", "C", "C", "C", "N", "C", "C", "H", "H", "H", "H", "H", "H"],
  "coordinates": [[-1.3238, 3.6917, -2.8671], [-1.0593, 2.4136, -2.3412], [0.2568, 1.9171, -2.4419], [1.3299, 2.8122, -2.8035], [0.9986, 4.0391, -3.3503], [-0.2980, 4.5515, -3.2393], [2.7150, 2.3067, -2.5540], [2.8655, 0.8256, -2.6782], [1.6973, 0.0330, -2.3370], [1.7940, -1.3822, -2.2265], [3.0112, -1.9885, -2.5647], [4.1504, -1.2375, -2.8771], [4.0139, 0.1353, -3.0744], [-2.3133, 4.0922, -2.7176], [1.8349, 4.6379, -3.7096], [-0.5148, 5.5596, -3.4940], [3.3810, 2.7611, -3.2297], [3.1303, -3.0349, -2.3367], [5.0872, -1.7198, -3.0268], [4.8258, 0.7764, -3.4092], [0.6118, 0.7234, -1.9150], [0.5217, 0.5434, 0.3711], [-2.1399, 1.5393, -1.7446], [-2.1296, 0.5255, -2.1738], [-3.1004, 2.0349, -1.8046], [0.6109, -2.2143, -1.7541], [-0.3106, -1.9383, -2.2986], [0.8432, -3.2841, -1.8413], [-2.1412, 1.2893, 0.0628], [0.1859, -2.0848, 0.0344], [1.5741, -3.0146, 0.7489], [1.5324, -2.9948, 1.8485], [1.5123, -4.0504, 0.3786], [2.5183, -2.5524, 0.4388], [-1.2965, -3.0699, 0.3020], [-1.1150, -4.1262, 0.0538], [-1.6113, -2.9951, 1.3469], [-2.1180, -2.6712, -0.3022], [-2.4322, 3.0091, 0.5544], [-3.3776, 3.2377, 0.0362], [-2.5347, 3.0739, 1.6521], [-1.6133, 3.6340, 0.1817], [-3.6607, 0.4010, 0.4607], [-3.7991, 0.3393, 1.5455], [-4.4594, 1.0130, -0.0024], [-3.6185, -0.6149, 0.0199], [3.1427, 2.7626, -1.6272], [0.1221, 2.0491, 1.3479], [-0.9051, -2.7403, 6.4442], [-0.6776, -1.9685, 5.2813], [0.6426, -1.8426, 4.8105], [0.8197, -1.1681, 3.6318], [-0.2174, -0.6348, 3.0046], [-1.4807, -0.7548, 3.4406], [-1.7667, -1.4229, 4.5949], [-0.1032, -3.1476, 6.9332], [-1.8500, -2.8560, 6.7896], [1.4225, -2.3172, 5.4019], [1.7659, -1.0415, 3.1734], [-2.2211, -0.2709, 2.8204], [-2.7289, -1.5895, 5.0318]],
  "forces_ev_per_angstrom": [[0.4, 0.1, 1.7], [0.4, -0.3, -0.7], [1.1, 2.8, 0.4], [-2.0, -1.1, -0.6], [0.8, 0.3, 0.8], [0.0, -1.4, -0.8], [0.4, 0.5, 0.2], [-1.1, -2.4, -0.1], [2.6, 0.5, 0.2], [-0.1, 0.6, -0.1], [0.6, 0.6, 1.3], [-1.5, 0.1, -0.7], [-0.1, 1.2, 0.7], [-0.3, 0.1, -0.2], [-0.3, 0.2, 0.1], [-0.1, 0.6, -0.4], [0.9, 0.6, -1.4], [0.0, -0.4, -0.3], [0.5, -0.3, -0.2], [0.3, -0.4, 0.1], [-2.3, -2.0, 1.5], [1.4, 0.3, 0.1], [-0.3, -0.3, -0.1], [-0.3, 0.4, -0.2], [-0.5, 0.0, -1.0], [-0.3, -0.2, -0.1], [0.4, -0.3, 0.0], [-0.2, 0.2, -0.6], [1.6, 0.3, 0.4], [0.2, -0.7, -0.4], [-0.1, -0.3, 0.4], [0.0, -0.2, -0.4], [0.3, 0.3, 0.2], [-0.1, -0.2, -0.1], [-0.2, -0.5, 0.0], [-0.2, 0.3, 0.0], [0.2, 0.0, 0.0], [0.2, -0.1, 0.0], [-0.6, -0.4, 0.3], [0.2, 0.5, 0.4], [0.1, 0.2, -0.6], [-0.2, -0.1, 0.2], [-0.4, 0.1, -0.7], [-0.1, 0.0, -0.3], [0.0, -0.6, 0.3], [-0.2, 0.6, 0.3], [-0.6, -0.8, 0.1], [-0.4, 1.4, 0.7], [0.7, 1.0, -1.3], [0.1, -1.8, 2.0], [-0.5, -0.4, 0.6], [-1.3, -0.2, 1.0], [-0.1, 0.9, -2.1], [0.9, 0.2, -0.1], [0.7, -0.3, 0.4], [-0.9, 0.3, -0.3], [0.6, 0.0, 0.0], [0.1, 0.2, -0.4], [1.0, 0.1, -0.2], [-0.1, -0.1, 0.1], [-0.6, 0.2, -0.2]]
}